{"formula": "C27H35ClNO4ReS3Si", "method": "wB97M-V/def2-TZVPD", "symbols": ["Re", "C", "C", "S", "C", "C", "S", "C", "C", "S", "H", "H", "H", "H", "H", "H", "H", "H", "H", "H", "H", "H", "C", "N", "C", "C", "C", "C", "C", "C", "C", "C", "H", "H", "H", "H", "H", "H", "H", "H", "H", "H", "H", "H", "O", "Cl", "O", "O", "O", "C", "C", "C", "C", "C", "C", "Si", "C", "C", "C", "C", "C", "C", "H", "H", "H", "H", "H", "H", "H", "H", "H", "H", "H"], "coordinates": [[-0.127, -0.824, 0.694], [-0.871, 0.383, 3.790], [-1.568, -0.959, 3.925], [-1.004, -2.134, 2.624], [-2.569, -2.906, 2.143], [-3.451, -1.882, 1.462], [-2.546, -0.900, 0.174], [-3.253, 0.708, 0.629], [-2.676, 1.295, 1.902], [-0.873, 0.984, 2.068], [-1.315, 1.130, 4.448], [0.182, 0.313, 4.049], [-1.347, -1.417, 4.888], [-2.649, -0.853, 3.858], [-2.285, -3.697, 1.455], [-3.037, -3.372, 3.010], [-4.297, -2.359, 0.967], [-3.848, -1.161, 2.174], [-3.073, 1.361, -0.218], [-4.332, 0.574, 0.710], [-2.814, 2.376, 1.893], [-3.166, 0.914, 2.796], [2.072, -1.187, 3.139], [1.801, -1.777, 1.811], [1.886, -3.248, 1.966], [2.954, -1.390, 0.932], [2.804, 0.043, 0.577], [3.925, 0.838, 0.374], [3.788, 2.185, 0.090], [2.512, 2.725, 0.029], [1.411, 1.912, 0.212], [1.501, 0.540, 0.489], [3.044, -1.530, 3.502], [1.320, -1.518, 3.855], [2.093, -0.102, 3.065], [2.874, -3.497, 2.362], [1.761, -3.737, 1.009], [1.139, -3.607, 2.668], [2.946, -2.040, 0.059], [3.884, -1.573, 1.480], [4.910, 0.397, 0.457], [4.660, 2.804, -0.070], [2.374, 3.777, -0.186], [0.435, 2.373, 0.147], [0.821, -2.203, -0.727], [0.070, -3.471, -1.087], [-0.292, -3.406, -2.443], [0.902, -4.571, -0.793], [-1.081, -3.450, -0.224], [-3.476, 3.633, -2.820], [-2.452, 3.919, -1.927], [-1.550, 2.930, -1.562], [-1.644, 1.631, -2.071], [-2.673, 1.375, -2.983], [-3.579, 2.359, -3.352], [-0.514, 0.155, -1.702], [1.061, 0.415, -2.704], [1.531, 1.698, -2.990], [2.641, 1.896, -3.795], [3.304, 0.807, -4.343], [2.837, -0.475, -4.093], [1.724, -0.667, -3.288], [-4.179, 4.404, -3.106], [-2.350, 4.917, -1.520], [-0.772, 3.199, -0.860], [-2.774, 0.383, -3.407], [-4.365, 2.127, -4.060], [-1.231, -0.989, -2.313], [1.016, 2.566, -2.596], [2.984, 2.901, -4.002], [4.168, 0.958, -4.976], [3.333, -1.330, -4.535], [1.368, -1.675, -3.127]], "lowdin_spin": [0.808, -0.001, 0.002, 0.022, 0.004, 0.000, 0.015, 0.003, 0.004, 0.000, 0.000, 0.000, 0.000, 0.000, 0.000, 0.001, 0.000, 0.000, 0.000, 0.000, 0.000, 0.000, 0.000, -0.006, 0.000, 0.004, 0.029, -0.003, 0.031, -0.002, 0.021, -0.002, 0.000, 0.000, 0.000, 0.000, 0.000, 0.000, 0.001, 0.000, -0.001, 0.002, -0.001, 0.001, 0.016, 0.009, 0.003, 0.006, 0.026, 0.000, 0.000, 0.000, -0.002, 0.000, 0.000, 0.006, 0.004, 0.001, 0.000, 0.000, 0.000, 0.000, 0.000, 0.000, 0.000, 0.000, 0.000, -0.001, 0.000, 0.000, 0.000, 0.000, 0.000], "multiplicity": 2, "total_energy_ha": -3427.6083, "e_homo_ev": [-10.8, -10.9], "charge": 1, "orbital_gap_ha": [0.28410, 0.24636], "s_squared": 0.76}

{"formula": "C27H35F5MnN4OP2Te", "method": "wB97M-V/def2-TZVPD", "symbols": ["Mn", "C", "C", "C", "C", "C", "C", "C", "C", "C", "H", "H", "H", "H", "H", "H", "H", "H", "H", "H", "H", "H", "H", "H", "H", "P", "P", "N", "N", "N", "N", "C", "C", "C", "C", "C", "C", "C", "C", "C", "C", "C", "C", "C", "C", "C", "C", "C", "C", "H", "H", "H", "H", "H", "H", "H", "H", "H", "H", "H", "H", "H", "H", "H", "H", "H", "H", "H", "H", "F", "Te", "F", "F", "F", "F", "O"], "coordinates": [[-0.252, -1.816, 0.211], [-0.654, 3.428, 4.234], [-1.004, 2.797, 3.105], [-0.095, 2.440, 1.971], [1.277, 1.862, 2.422], [2.424, 2.784, 2.159], [2.416, 4.080, 2.505], [1.312, 4.760, 3.262], [0.719, 3.972, 4.478], [0.280, -3.571, 0.953], [-1.373, 3.510, 5.061], [-2.020, 2.419, 3.001], [0.032, 3.273, 1.265], [-0.598, 1.659, 1.394], [1.199, 1.585, 3.482], [1.454, 0.909, 1.895], [3.292, 2.334, 1.663], [3.259, 4.727, 2.241], [0.506, 5.055, 2.571], [1.730, 5.696, 3.667], [1.409, 3.160, 4.745], [0.679, 4.649, 5.345], [0.078, -3.454, 2.025], [1.348, -3.710, 0.738], [-0.371, -4.327, 0.492], [1.450, -1.543, -1.208], [-2.137, -0.930, -0.663], [2.719, -0.364, -1.220], [2.324, -2.753, -2.257], [-2.199, 0.736, -1.176], [-3.722, -1.414, -1.484], [0.243, -0.977, -2.451], [-1.036, -1.678, -1.971], [3.633, -0.236, -0.170], [4.633, 0.640, -0.572], [4.327, 1.061, -1.906], [3.161, 0.417, -2.286], [2.634, -4.053, -1.875], [3.093, -4.751, -2.987], [3.075, -3.846, -4.096], [2.623, -2.623, -3.614], [-2.441, 1.825, -0.339], [-2.506, 2.976, -1.110], [-2.288, 2.583, -2.477], [-2.091, 1.212, -2.482], [-4.539, -0.726, -2.390], [-5.428, -1.622, -2.985], [-5.151, -2.915, -2.432], [-4.098, -2.762, -1.538], [0.516, -1.317, -3.457], [0.166, 0.114, -2.468], [-1.679, -2.045, -2.784], [-0.677, -2.614, -1.378], [3.471, -0.793, 0.741], [5.472, 0.943, 0.030], [4.888, 1.755, -2.512], [2.581, 0.449, -3.200], [2.507, -4.351, -0.847], [3.393, -5.786, -3.005], [3.348, -4.064, -5.117], [2.474, -1.684, -4.129], [-2.589, 1.659, 0.716], [-2.702, 3.974, -0.741], [-2.300, 3.205, -3.361], [-1.894, 0.531, -3.298], [-4.439, 0.335, -2.542], [-6.171, -1.380, -3.727], [-5.656, -3.838, -2.673], [-3.583, -3.492, -0.936], [-2.863, -2.275, 2.904], [-1.494, -1.146, 3.592], [-0.344, -2.638, 3.856], [-2.706, 0.328, 3.508], [-0.139, -0.060, 4.358], [-2.081, -1.487, 5.377], [-0.825, -0.805, 1.899]], "lowdin_spin": [4.186, 0.000, 0.000, 0.000, 0.000, 0.000, 0.000, 0.000, 0.000, 0.136, 0.000, 0.000, 0.000, 0.000, 0.000, 0.000, 0.000, 0.000, 0.000, 0.000, 0.000, 0.000, 0.019, 0.018, 0.027, 0.105, 0.117, 0.022, 0.009, 0.022, 0.027, 0.031, 0.090, 0.003, 0.000, 0.002, 0.003, 0.002, 0.000, 0.002, 0.000, 0.002, 0.001, 0.002, 0.003, 0.003, 0.002, 0.001, 0.002, 0.004, 0.001, 0.007, 0.023, 0.001, 0.000, 0.000, 0.000, 0.000, 0.000, 0.000, 0.000, 0.001, 0.000, 0.000, 0.000, 0.000, 0.000, 0.000, 0.001, 0.005, 0.011, 0.003, 0.005, 0.006, 0.000, 0.091], "multiplicity": 6, "total_energy_ha": -3944.9838, "e_homo_ev": [-8.0, -8.6], "charge": 0, "orbital_gap_ha": [0.24776, 0.25931], "s_squared": 8.78}

{"formula": "C27H35F5MoN4OP2Te", "method": "wB97M-V/def2-TZVPD", "symbols": ["Mo", "C", "C", "C", "C", "C", "C", "C", "C", "C", "H", "H", "H", "H", "H", "H", "H", "H", "H", "H", "H", "H", "H", "H", "H", "P", "P", "N", "N", "N", "N", "C", "C", "C", "C", "C", "C", "C", "C", "C", "C", "C", "C", "C", "C", "C", "C", "C", "C", "H", "H", "H", "H", "H", "H", "H", "H", "H", "H", "H", "H", "H", "H", "H", "H", "H", "H", "H", "H", "F", "Te", "F", "F", "F", "F", "O"], "coordinates": [[-0.926, 1.269, -5.304], [-1.975, 1.865, -6.955], [-2.119, 0.414, -6.750], [-1.277, -0.615, -7.454], [0.250, -0.305, -7.522], [0.772, 0.536, -6.394], [0.685, 2.020, -6.385], [0.322, 2.715, -7.692], [-1.103, 2.428, -8.115], [1.072, 0.549, -0.527], [-2.843, 2.534, -6.728], [-3.096, 0.030, -6.409], [-1.698, -0.757, -8.462], [-1.375, -1.611, -6.980], [0.785, -1.276, -7.520], [0.546, 0.114, -8.497], [1.725, 0.160, -6.004], [1.485, 2.506, -5.805], [1.041, 2.459, -8.485], [0.451, 3.797, -7.550], [-1.580, 3.362, -8.454], [-1.163, 1.809, -9.029], [0.205, 1.198, -0.720], [1.920, 1.193, -0.192], [0.863, -0.201, 0.265], [1.647, -0.349, -1.981], [-1.363, -0.911, -1.535], [2.632, 0.889, -2.709], [2.686, -1.591, -1.368], [-2.036, 0.428, -2.448], [-2.626, -2.066, -1.489], [0.868, -1.173, -3.398], [-0.573, -1.647, -3.108], [2.470, 2.256, -2.453], [3.564, 2.936, -2.950], [4.368, 1.983, -3.651], [3.752, 0.748, -3.535], [3.457, -1.417, -0.217], [4.200, -2.559, 0.005], [3.854, -3.498, -1.013], [2.887, -2.909, -1.807], [-1.930, 1.749, -2.021], [-2.466, 2.597, -2.959], [-2.819, 1.832, -4.125], [-2.441, 0.456, -3.828], [-3.826, -2.160, -2.205], [-4.779, -2.754, -1.381], [-4.114, -3.120, -0.158], [-2.791, -2.767, -0.286], [1.473, -2.028, -3.767], [0.925, -0.437, -4.244], [-1.171, -1.455, -4.032], [-0.596, -2.744, -2.973], [1.611, 2.599, -1.898], [3.786, 3.984, -2.784], [5.305, 2.199, -4.138], [4.032, -0.218, -3.920], [3.365, -0.513, 0.346], [4.909, -2.708, 0.797], [4.256, -4.488, -1.157], [2.299, -3.320, -2.610], [-1.589, 1.953, -1.001], [-2.599, 3.662, -2.810], [-3.670, 2.127, -4.716], [-2.924, -0.418, -4.262], [-3.912, -1.827, -3.228], [-5.833, -2.889, -1.595], [-4.570, -3.536, 0.727], [-1.973, -2.863, 0.410], [-0.352, 1.131, 2.080], [-1.714, -0.225, 2.019], [-1.506, -0.358, 3.912], [-3.037, 1.147, 2.205], [-0.404, -1.650, 1.917], [-3.161, -1.460, 2.188], [-1.724, -0.293, -0.082]], "lowdin_spin": [0.869, 0.000, 0.002, 0.009, 0.012, 0.018, -0.010, -0.001, 0.005, 0.036, 0.007, 0.006, 0.000, 0.000, 0.000, 0.002, 0.001, 0.003, -0.001, 0.000, 0.000, 0.000, 0.003, 0.007, 0.003, 0.026, 0.316, 0.000, 0.002, 0.036, 0.013, 0.009, 0.168, 0.000, 0.001, 0.000, 0.000, 0.000, 0.001, 0.000, 0.001, 0.011, 0.009, 0.036, 0.011, 0.002, 0.001, 0.001, 0.006, 0.000, 0.000, 0.018, 0.001, 0.000, 0.000, 0.000, 0.000, 0.000, 0.000, 0.000, 0.000, 0.001, 0.000, 0.006, 0.000, 0.000, 0.000, 0.000, 0.002, 0.028, 0.052, 0.002, 0.054, 0.020, 0.044, 0.150], "multiplicity": 3, "total_energy_ha": -2861.5067, "e_homo_ev": [-13.5, -13.5], "charge": 2, "orbital_gap_ha": [0.17558, 0.17680], "s_squared": 2.02}